Run A
The following is a DFT calculation (ωB97M-V/def2-TZVPD) of a cluster of 2 separate species, H2 in total.

For the HOMO energy, the calculation gives -9.73 eV. Its net charge is 0. The value obtained for the HOMO-LUMO gap is 6.5 eV. Its spin multiplicity is 1. The value obtained for the LUMO energy is -3.27 eV.

Cartesian coordinates (Å):
H  0.0000  0.0000  1.2466
H  0.0000  0.0000  -1.2466

Want to see where the charge sits? The Mulliken charges in e are: atom 1 (H): 0.000, atom 2 (H): 0.000

Run B
The following is a DFT calculation (ωB97M-V/def2-TZVPD) of a cluster of 2 separate species, H2 in total.

For the HOMO energy, the calculation gives -9.98 eV. Its net charge is 0. The value obtained for the HOMO-LUMO gap is 7.1 eV. Its spin multiplicity is 1. The value obtained for the LUMO energy is -2.90 eV.

Cartesian coordinates (Å):
H  0.0000  0.0000  1.1444
H  0.0000  0.0000  -1.1444

Want to see where the charge sits? The Mulliken charges in e are: atom 1 (H): 0.000, atom 2 (H): 0.000

Short version: run A is the least stable of them.

Run A
The following is a DFT calculation (ωB97M-V/def2-TZVPD) of a cluster of 2 separate species, C2H2ClN in total.

For the HOMO energy (alpha / beta), the calculation gives -10.42 / -10.42 eV. Its net charge is 0. The value obtained for the HOMO-LUMO gap (alpha / beta) is 7.8 / 7.8 eV. Its spin multiplicity is 1. The value obtained for the LUMO energy (alpha / beta) is -2.59 / -2.59 eV.

Cartesian coordinates (Å):
C  1.8000  -0.5944  -0.2833
C  0.7206  -0.1389  -0.2682
N  -1.4031  0.9727  -0.2767
Cl  -2.4386  -0.2710  0.1391
H  2.4553  -1.3180  0.0977
H  -1.1342  1.3496  0.5914

Want to see where the charge sits? The Mulliken charges in e are: atom 1 (C): -0.100, atom 2 (C): -0.380, atom 3 (N): -0.189, atom 4 (Cl): 0.071, atom 5 (H): 0.302, atom 6 (H): 0.297

Run B
The following is a DFT calculation (ωB97M-V/def2-TZVPD) of the molecule C2H2ClN.

For the HOMO energy, the calculation gives -10.29 eV. The structure (SMILES) is Cl[C@H]1C=N1. Its net charge is 0. The value obtained for the HOMO-LUMO gap is 11.2 eV. Its spin multiplicity is 1. The value obtained for the LUMO energy is 0.93 eV.

Cartesian coordinates (Å):
Cl  -2.1058  -0.3216  0.0418
C  -0.3238  -0.0677  0.4114
C  0.7627  0.1254  -0.5111
N  0.4598  1.1710  0.0697
H  -0.1874  -0.6848  1.4318
H  1.3945  -0.2223  -1.4436

Want to see where the charge sits? The Mulliken charges in e are: atom 1 (Cl): -0.200, atom 2 (C): -0.008, atom 3 (C): 0.053, atom 4 (N): -0.342, atom 5 (H): 0.243, atom 6 (H): 0.254

Short version: run A is the least stable of them.